No. 1
{"formula": "C22H22FNO6S", "method": "ωB97M-V with the def2-TZVPD basis set", "smiles": "CCOC(=O)c1c(NC(=O)[C@H]2[C@@H](C(=O)O)[C@@H]3CC[C@H]2O3)sc(C)c1-c1ccc(F)cc1", "homo_lumo_gap_ev": 8.7, "total_charge": 0, "lumo_energy_ev": 0.6, "multiplicity": 1, "symbols": ["C", "C", "O", "C", "O", "C", "C", "N", "C", "O", "C", "C", "C", "O", "O", "C", "C", "C", "C", "O", "S", "C", "C", "C", "C", "C", "C", "C", "F", "C", "C", "H", "H", "H", "H", "H", "H", "H", "H", "H", "H", "H", "H", "H", "H", "H", "H", "H", "H", "H", "H", "H", "H"], "coordinates": [[0.80050, -2.67657, 3.52569], [0.45607, -1.21836, 3.79404], [-0.40514, -0.70660, 2.78061], [0.15875, -0.17206, 1.69765], [1.36908, -0.03804, 1.57417], [-0.80081, 0.22685, 0.68417], [-0.41175, 0.78672, -0.51991], [0.87313, 1.10981, -0.88548], [1.14905, 1.46837, -2.17005], [0.24153, 1.64865, -2.95792], [2.59986, 1.73626, -2.54612], [3.69203, 0.72611, -2.09762], [3.23206, -0.31803, -1.10421], [2.60961, -1.31399, -1.34376], [3.63291, 0.03183, 0.12379], [4.10677, 0.12393, -3.46858], [5.06885, 1.12411, -4.13553], [4.07959, 2.23923, -4.52378], [2.74108, 1.61147, -4.08588], [2.94789, 0.22860, -4.25650], [-1.72900, 1.05931, -1.58501], [-2.84673, 0.42718, -0.39782], [-4.30132, 0.36704, -0.70218], [-2.21929, 0.02537, 0.73729], [-2.91249, -0.56772, 1.89766], [-3.31530, 0.23298, 2.96001], [-3.95178, -0.32085, 4.05522], [-4.18113, -1.68422, 4.07033], [-4.79639, -2.23344, 5.14128], [-3.80074, -2.50241, 3.02288], [-3.16666, -1.93390, 1.93361], [1.42534, -3.05968, 4.32727], [-0.11007, -3.26775, 3.46828], [1.33678, -2.76893, 2.58395], [-0.10622, -1.11395, 4.72429], [1.36456, -0.60792, 3.83658], [1.56732, 0.95511, -0.15821], [2.82949, 2.74535, -2.19307], [4.52313, 1.25549, -1.62793], [3.20430, -0.50774, 0.81396], [4.44468, -0.90841, -3.42024], [5.85931, 1.45761, -3.46751], [5.52085, 0.67145, -5.01630], [4.27594, 3.18050, -4.01514], [4.07849, 2.41663, -5.59725], [1.85934, 1.93857, -4.63089], [-4.48097, -0.25315, -1.57926], [-4.68726, 1.36278, -0.91603], [-4.84477, -0.04948, 0.14274], [-3.12307, 1.29474, 2.92839], [-4.26746, 0.28554, 4.88964], [-4.00051, -3.56151, 3.06913], [-2.85739, -2.55348, 1.10543]], "atomic_forces_ev_per_a": [[-0.18, 0.38, -0.08], [0.52, -0.21, 0.33], [-0.01, 0.10, -0.22], [0.16, 0.02, -0.05], [0.00, -0.02, 0.16], [0.05, 0.16, -0.36], [-0.19, -0.08, 0.18], [0.00, -0.01, 0.24], [0.35, 0.21, 0.04], [0.23, 0.04, -0.24], [-0.17, -0.03, -0.38], [0.09, -0.22, 0.07], [0.23, -0.19, -0.18], [-0.05, -0.10, -0.14], [0.25, 0.27, 0.53], [0.65, -0.08, 0.38], [-0.02, -0.23, 0.00], [-0.18, -0.03, -0.05], [-0.13, 0.81, 0.03], [-0.34, -0.33, -0.17], [-0.64, -0.32, 0.61], [0.42, 0.05, 0.09], [0.00, 0.05, -0.15], [-0.07, 0.13, -0.25], [-0.31, -0.03, -0.05], [-0.04, -0.18, -0.13], [-0.09, -0.16, 0.16], [0.07, 0.03, -0.07], [0.04, 0.04, -0.08], [-0.12, -0.03, 0.24], [-0.05, 0.22, 0.05], [0.07, -0.07, 0.09], [-0.05, -0.10, 0.02], [0.07, -0.04, -0.05], [0.06, 0.04, -0.11], [-0.21, -0.08, 0.07], [-0.02, 0.04, -0.19], [-0.01, -0.05, -0.02], [-0.08, -0.04, -0.10], [-0.12, -0.03, -0.32], [-0.04, 0.02, 0.00], [0.07, -0.01, 0.02], [0.03, 0.00, 0.02], [0.00, 0.09, -0.02], [0.01, 0.05, 0.01], [0.08, -0.05, 0.08], [-0.13, -0.06, -0.04], [-0.14, 0.04, 0.00], [-0.05, -0.01, 0.00], [0.03, 0.11, 0.00], [-0.05, 0.04, 0.09], [-0.04, -0.10, 0.03], [0.04, -0.06, -0.09]], "lowdin_charge": [-0.0505, -0.1999, 0.0050, -0.3944, 0.0648, -0.0863, -0.3990, 0.1326, -0.4027, -0.0064, -0.0717, -0.0936, -0.5182, 0.1463, 0.0994, -0.2587, -0.0995, -0.0917, -0.2637, -0.0114, 1.1998, -0.4894, -0.0825, -0.1932, -0.2106, -0.0134, -0.0003, -0.2769, 0.0513, -0.0011, -0.0150, 0.0783, 0.0757, 0.0774, 0.1271, 0.1199, 0.1249, 0.1642, 0.1528, 0.1116, 0.1636, 0.1122, 0.1145, 0.1135, 0.1137, 0.1557, 0.0792, 0.0779, 0.0797, 0.1266, 0.1172, 0.1174, 0.1280]}

No. 2
{"formula": "C4H12N2O", "method": "ωB97M-V with the def2-TZVPD basis set", "smiles": "CCC/N=C\\N.O", "homo_lumo_gap_ev": 10.2, "total_charge": 0, "lumo_energy_ev": 0.7, "multiplicity": 1, "symbols": ["C", "C", "C", "N", "C", "N", "H", "H", "H", "H", "H", "H", "H", "H", "H", "H", "O", "H", "H"], "coordinates": [[1.50577, -0.95795, -2.02150], [0.61801, -0.94765, -0.76160], [0.35862, 0.43609, -0.17283], [-0.68013, 0.27487, 0.91179], [-1.21613, 1.38756, 1.24578], [-1.41033, 2.44630, 0.28147], [2.51838, -1.26794, -1.80393], [1.50493, -0.00646, -2.56950], [1.10211, -1.79943, -2.61537], [1.11982, -1.46834, 0.07319], [-0.33507, -1.43813, -0.94192], [1.21407, 0.94351, 0.30104], [-0.04154, 1.08395, -0.95030], [-1.41287, 1.73717, 2.25665], [-0.44942, 2.79714, 0.21612], [-1.97207, 3.26772, 0.44248], [-0.83849, -2.57219, 2.01354], [-1.00833, -1.89192, 1.33948], [-0.57731, -2.02431, 2.75541]], "atomic_forces_ev_per_a": [[-0.83, -0.98, 0.12], [1.37, 0.63, 1.01], [-2.09, -0.68, -0.62], [1.51, 1.93, 1.31], [-0.68, 0.35, -1.12], [2.17, -0.09, -0.06], [0.37, 0.30, 0.16], [-0.11, -0.39, 0.02], [0.30, 0.71, -0.34], [-0.29, -0.38, -0.54], [-0.08, 0.10, -0.04], [-0.06, -0.46, -0.21], [0.15, 0.12, -0.23], [-1.07, -1.13, 0.32], [-0.30, 0.30, -0.90], [-0.38, -0.31, 1.01], [-0.16, 0.15, -0.37], [0.09, -0.18, 0.24], [0.09, 0.02, 0.23]], "lowdin_charge": [-0.1025, -0.2625, -0.2378, 0.0222, -0.2580, 0.0301, 0.0583, 0.0712, 0.0733, 0.1081, 0.1023, 0.1268, 0.0907, 0.1111, 0.0757, 0.0697, -0.0854, -0.0127, 0.0194]}

No. 3
{"formula": "C37H35ClN6OPRu", "method": "ωB97M-V with the def2-TZVPD basis set", "homo_lumo_gap_ev": [6.6, 6.5], "total_charge": 3, "lumo_energy_ev": [-9.9, -10.4], "multiplicity": 5, "symbols": ["Ru", "C", "C", "C", "C", "C", "O", "C", "N", "C", "C", "C", "C", "C", "C", "P", "C", "C", "C", "C", "C", "C", "C", "C", "C", "C", "C", "C", "H", "H", "H", "H", "H", "H", "H", "H", "H", "H", "H", "H", "H", "H", "H", "H", "H", "H", "H", "H", "H", "H", "H", "H", "N", "C", "N", "C", "N", "C", "C", "N", "C", "C", "N", "H", "H", "H", "H", "H", "Cl", "C", "C", "C", "C", "C", "C", "C", "H", "H", "H", "H", "H", "H"], "coordinates": [[-1.31084, -0.21490, -0.52096], [2.62641, -0.22297, -4.97787], [3.52308, 0.30818, -3.85932], [3.49208, 1.83100, -3.83758], [3.20217, -0.48131, -2.57220], [4.20012, -0.30774, -1.41809], [3.55880, -0.51762, -0.08956], [2.43067, -0.02147, 0.24826], [1.81218, -0.36788, -2.05382], [2.14364, 0.02190, 1.66474], [3.32937, 0.13595, 2.43089], [3.30760, 0.33781, 3.79549], [2.08696, 0.43095, 4.43453], [0.90708, 0.29112, 3.70574], [0.88183, 0.07454, 2.33667], [-0.84226, -0.34395, 1.77853], [-1.25184, -1.88226, 2.60847], [-1.67879, -1.93912, 3.93756], [-1.93152, -3.16659, 4.52605], [-1.75245, -4.34009, 3.80295], [-1.32238, -4.29098, 2.48474], [-1.07585, -3.06470, 1.88805], [-1.80406, 1.02491, 2.46220], [-3.10151, 0.82083, 2.93541], [-3.87667, 1.90572, 3.32117], [-3.36831, 3.19539, 3.23181], [-2.07501, 3.40415, 2.76596], [-1.29556, 2.32534, 2.37988], [2.90324, 0.22858, -5.92872], [1.57970, 0.02437, -4.78553], [2.71088, -1.30529, -5.09345], [4.55333, 0.00635, -4.08583], [2.47275, 2.20614, -3.71719], [3.84668, 2.19294, -4.80218], [4.13515, 2.26815, -3.07487], [3.29125, -1.50304, -2.91827], [4.63479, 0.68656, -1.37288], [4.98457, -1.05799, -1.42199], [4.28228, 0.11427, 1.92474], [4.23469, 0.43474, 4.34316], [2.03555, 0.60098, 5.50214], [-0.02577, 0.34016, 4.25139], [-1.83503, -1.03669, 4.51486], [-2.27102, -3.20972, 5.55197], [-1.95225, -5.29490, 4.27027], [-1.18334, -5.20565, 1.92443], [-0.73720, -3.03019, 0.85884], [-3.50698, -0.17992, 3.02178], [-4.87472, 1.74098, 3.70451], [-3.97300, 4.03633, 3.54380], [-1.67046, 4.40687, 2.72497], [-0.27514, 2.49415, 2.05290], [1.70245, 2.79739, -1.06980], [0.42538, 2.39838, -0.86263], [0.35020, 1.11491, -0.76370], [1.69752, 0.60352, -0.95770], [2.53994, 1.77993, -1.15326], [1.15975, -1.62400, -1.86833], [1.84844, -2.84789, -1.82989], [1.23535, -4.01609, -1.85963], [-0.09033, -4.02414, -1.91818], [-0.79682, -2.84345, -1.81516], [-0.17502, -1.65351, -1.76758], [2.04818, 3.74415, -1.17330], [-0.40694, 3.08534, -0.80002], [2.92606, -2.89631, -1.75531], [-0.59151, -4.98000, -1.99948], [-1.87701, -2.83561, -1.75812], [-3.45135, -1.20574, -3.29068], [-3.27612, 0.36629, -2.61446], [-3.16028, 1.44540, -3.47524], [-3.10801, 2.73496, -2.96444], [-3.15091, 2.96464, -1.58948], [-3.25227, 1.89573, -0.72376], [-3.34313, 0.55815, -1.20624], [-3.35852, -0.53319, -0.24896], [-3.15033, 1.27439, -4.54302], [-3.05505, 3.57051, -3.65059], [-3.14634, 3.97690, -1.20632], [-3.33027, 2.05783, 0.34661], [-3.64258, -1.51722, -0.61279], [-3.74543, -0.29572, 0.73294]], "atomic_forces_ev_per_a": [[-0.10, 0.00, -0.16], [0.00, 0.00, 0.00], [0.00, 0.00, -0.01], [0.00, -0.01, 0.01], [0.01, -0.02, -0.01], [0.01, 0.01, 0.00], [0.02, -0.01, -0.01], [-0.08, 0.02, 0.07], [-0.01, -0.02, -0.03], [-0.03, 0.01, -0.06], [0.00, -0.01, 0.02], [0.01, 0.00, -0.02], [0.00, 0.00, 0.00], [-0.01, -0.03, 0.01], [0.06, -0.01, -0.01], [0.03, 0.02, 0.10], [0.01, -0.01, 0.01], [0.01, 0.03, 0.01], [0.00, -0.02, 0.00], [-0.01, 0.00, 0.02], [0.01, 0.02, -0.03], [-0.01, 0.00, 0.02], [-0.03, -0.01, -0.02], [-0.02, 0.01, -0.01], [0.00, 0.00, 0.01], [0.00, -0.01, 0.01], [-0.01, 0.00, 0.00], [0.01, 0.00, 0.00], [0.00, 0.00, 0.00], [0.00, 0.00, 0.00], [0.00, 0.00, 0.00], [0.00, 0.00, 0.00], [0.00, 0.01, 0.01], [0.00, 0.00, 0.00], [0.00, 0.01, 0.00], [0.00, 0.00, 0.00], [0.00, -0.01, 0.00], [0.00, 0.01, -0.01], [0.01, 0.00, 0.01], [0.00, 0.00, 0.00], [0.00, 0.00, 0.00], [0.00, -0.02, 0.00], [0.02, 0.00, 0.00], [0.00, 0.00, 0.00], [0.00, 0.00, 0.00], [0.00, 0.00, 0.00], [0.01, 0.00, -0.04], [0.00, 0.01, -0.01], [0.00, 0.00, 0.00], [0.00, 0.00, 0.00], [0.00, 0.00, 0.00], [-0.01, 0.00, 0.00], [0.00, 0.02, -0.01], [-0.04, -0.01, 0.00], [0.09, 0.00, 0.03], [0.04, 0.01, 0.02], [0.02, -0.02, -0.01], [0.06, 0.00, 0.02], [0.01, 0.00, 0.01], [0.00, 0.01, 0.01], [-0.01, -0.02, 0.00], [0.00, -0.01, 0.01], [-0.12, 0.01, -0.02], [0.00, 0.00, 0.00], [0.00, 0.00, 0.00], [0.00, 0.01, 0.00], [0.00, 0.00, 0.00], [0.00, 0.00, 0.00], [0.00, 0.01, 0.01], [0.02, -0.01, 0.01], [0.00, 0.01, -0.02], [0.00, -0.01, 0.00], [0.01, -0.01, 0.04], [-0.06, 0.04, -0.01], [0.02, 0.00, 0.00], [0.08, 0.00, 0.01], [0.00, 0.00, 0.00], [0.00, 0.00, 0.00], [0.00, 0.00, 0.00], [-0.01, 0.00, -0.01], [0.00, 0.00, 0.01], [-0.02, -0.01, 0.01]], "lowdin_spin": [2.3426, 0.0003, 0.0031, 0.0059, 0.0024, -0.0001, 0.0223, 0.0396, 0.0448, 0.0088, 0.0026, 0.0003, 0.0023, 0.0018, 0.0106, 0.0463, 0.0062, 0.0007, 0.0005, 0.0006, 0.0004, 0.0059, 0.0188, 0.0092, 0.0009, 0.0147, -0.0014, 0.0137, 0.0001, 0.0001, 0.0000, 0.0003, 0.0013, 0.0011, 0.0006, 0.0002, 0.0001, -0.0002, -0.0001, 0.0001, 0.0002, 0.0000, 0.0001, 0.0000, 0.0000, 0.0000, 0.0033, 0.0006, -0.0002, 0.0007, -0.0003, 0.0002, 0.1812, 0.0394, 0.1445, 0.0611, 0.4993, 0.0291, 0.0041, 0.0133, 0.0033, 0.0297, 0.0957, 0.0029, -0.0004, 0.0006, 0.0002, 0.0057, 0.0143, 0.0299, 0.0153, 0.0406, 0.0107, 0.0420, 0.0229, 0.0730, 0.0002, 0.0017, -0.0003, 0.0019, 0.0202, 0.0061]}

No. 4
{"formula": "C19H20F3NO2S", "method": "ωB97M-V with the def2-TZVPD basis set", "homo_lumo_gap_ev": 5.9, "total_charge": 0, "lumo_energy_ev": -0.8, "multiplicity": 1, "symbols": ["C", "C", "C", "N", "C", "C", "C", "C", "C", "C", "C", "C", "H", "H", "H", "H", "H", "H", "H", "H", "H", "H", "H", "H", "H", "H", "F", "C", "F", "F", "S", "C", "C", "C", "C", "C", "C", "C", "O", "O", "H", "H", "H", "H", "H", "H"], "coordinates": [[-3.09678, -1.56982, 2.77138], [-3.94813, -0.51837, 2.04670], [-3.02471, 0.64428, 1.68906], [-1.66235, 0.17256, 1.98649], [-0.59918, 0.91800, 1.78953], [0.71791, 0.33288, 1.81813], [1.00464, -0.93428, 1.21668], [2.23088, -1.55911, 1.41878], [3.24297, -0.91790, 2.14984], [3.01698, 0.37205, 2.66592], [1.77796, 0.98408, 2.50589], [-1.63464, -1.20937, 2.50970], [-3.30743, -1.58668, 3.84514], [-3.27592, -2.57516, 2.39133], [-4.38946, -0.91162, 1.12749], [-4.76444, -0.16374, 2.67615], [-3.11681, 0.94299, 0.63459], [-3.26819, 1.52806, 2.29664], [-0.70914, 2.03686, 1.59200], [0.23529, -1.43774, 0.62496], [2.39200, -2.56487, 1.02146], [4.20077, -1.41510, 2.32812], [3.80215, 0.89005, 3.21570], [1.58090, 1.96145, 2.94797], [-1.01280, -1.28064, 3.40937], [-1.22239, -1.90398, 1.76162], [-3.52662, 5.70131, 2.50195], [-2.24762, 5.31668, 2.65935], [-1.48321, 6.40979, 2.86258], [-2.17323, 4.51841, 3.75699], [-1.63434, 4.40422, 1.13525], [-0.22589, 3.46137, 1.68942], [1.01354, 3.83987, 0.99657], [2.23272, 4.13476, 1.63738], [3.40134, 4.28634, 0.90246], [3.41363, 4.12608, -0.48371], [2.19938, 3.89001, -1.12811], [1.01558, 3.74001, -0.40762], [-2.70872, 3.46240, 0.88097], [-1.30753, 5.40768, 0.14925], [-0.17629, 3.37270, 2.78059], [2.24940, 4.18198, 2.72634], [4.33007, 4.53502, 1.40311], [4.33718, 4.22077, -1.06533], [2.18372, 3.83609, -2.21505], [0.08774, 3.45677, -0.90982]], "atomic_forces_ev_per_a": [[0.01, -0.16, 0.27], [-0.22, -0.03, -0.27], [-0.62, 0.46, 0.27], [1.64, 0.53, -0.09], [-1.86, -2.88, -0.50], [1.82, -1.06, 0.47], [-0.20, 0.61, 0.53], [0.11, 0.25, 0.01], [-0.32, 0.49, 0.14], [0.00, -0.60, -0.25], [-0.84, -0.21, -0.24], [-0.29, -0.69, -0.25], [0.02, 0.08, -0.18], [-0.18, 0.04, 0.10], [0.02, -0.12, 0.19], [0.01, -0.11, -0.09], [0.26, -0.07, 0.46], [0.37, -0.22, -0.28], [0.21, 0.27, -0.51], [0.41, 0.24, 0.15], [0.00, 0.41, 0.04], [-0.37, 0.18, -0.12], [-0.19, -0.15, -0.16], [0.18, -0.37, -0.13], [-0.02, 0.22, -0.29], [-0.22, 0.43, 0.38], [0.65, -0.15, 0.20], [0.10, 0.38, -0.13], [-0.54, -0.68, 0.13], [-0.10, 0.50, -0.59], [1.37, -1.00, 0.80], [-0.51, 3.17, -0.03], [0.21, -0.41, -0.35], [-0.38, -0.14, -0.19], [0.24, -0.13, -0.14], [-0.30, 0.28, 0.03], [-0.09, 0.08, -0.10], [0.54, -0.18, 0.03], [-0.25, 0.38, -0.03], [-0.45, -0.37, 0.42], [-0.16, 0.52, -0.15], [0.06, 0.21, -0.18], [-0.03, -0.09, 0.11], [-0.37, 0.01, 0.32], [-0.06, -0.14, 0.17], [0.34, 0.23, 0.03]], "lowdin_charge": [-0.1509, -0.1472, -0.1134, -0.0185, 0.0376, -0.1550, -0.0374, -0.0735, -0.0647, -0.0563, -0.0072, -0.1170, 0.1124, 0.1092, 0.1118, 0.1123, 0.1323, 0.1271, 0.0331, 0.1091, 0.1086, 0.1075, 0.1105, 0.0960, 0.1417, 0.1078, 0.1210, -0.6276, 0.1169, 0.0950, 0.7318, -0.3039, -0.3018, -0.0709, -0.1029, -0.1071, -0.0874, -0.0541, -0.3392, -0.2911, 0.0918, 0.1078, 0.0951, 0.0983, 0.0994, 0.1131]}